{"formula": "C17H36ClI2N2O12P3", "method": "the ωB97M-V functional and the def2-TZVPD basis", "species": ["C", "C", "O", "N", "C", "C", "C", "C", "C", "N", "C", "O", "O", "P", "O", "Cl", "C", "I", "C", "C", "I", "H", "H", "H", "H", "H", "H", "H", "H", "H", "H", "H", "H", "H", "H", "H", "H", "H", "H", "C", "O", "P", "O", "O", "C", "O", "C", "H", "H", "H", "H", "H", "H", "H", "H", "H", "C", "O", "P", "O", "O", "C", "O", "C", "H", "H", "H", "H", "H", "H", "H", "H", "H"], "coordinates": [[-0.34338, -3.42197, -3.57298], [0.60615, -2.11586, -3.42072], [1.83700, -2.31353, -3.33775], [0.05817, -0.72822, -3.38050], [-0.14356, -0.34485, -4.81380], [-1.23107, -0.75538, -2.61326], [-1.75471, 0.70026, -2.20099], [-3.32959, 0.79702, -1.93217], [-4.05552, 0.78196, -3.39078], [-5.34345, 0.02297, -3.40245], [-5.00282, -1.41864, -3.17917], [-4.37719, -2.09108, -4.02777], [-5.49075, -1.95158, -1.94216], [-4.74958, -3.45428, -1.53356], [-3.03708, -3.23608, -1.65646], [-5.32992, -4.95591, -2.94679], [-6.08784, 0.17241, -4.66970], [-5.04050, 0.87801, -6.47034], [-7.47722, -0.14352, -4.71379], [-8.38681, -0.07488, -6.01178], [-8.50462, -0.78619, -2.87617], [0.24186, -4.24712, -4.11281], [-0.57922, -3.73867, -2.49424], [-1.30449, -3.14099, -4.14317], [0.15215, -1.25816, -5.45986], [0.56124, 0.49696, -5.15896], [-1.23922, -0.12902, -5.08521], [-1.06676, -1.42632, -1.70546], [-2.01529, -1.25633, -3.29419], [-1.13709, 1.02750, -1.28397], [-1.51248, 1.39642, -3.08746], [-3.74641, 0.01301, -1.21921], [-3.51843, 1.83881, -1.47441], [-4.20345, 1.87805, -3.68240], [-3.31194, 0.23916, -4.08563], [-2.70743, -2.85716, -0.81164], [-7.90555, 0.42618, -6.91120], [-8.73564, -1.12075, -6.34352], [-9.34457, 0.51906, -5.76469], [4.01994, 0.76517, 1.19566], [2.82461, 0.02063, 1.01554], [2.83496, -1.55606, 1.31113], [1.51957, -2.21406, 1.15699], [3.48441, -1.67112, 2.76792], [2.74351, -1.12587, 3.85436], [3.99155, -2.11545, 0.36074], [3.64687, -2.35643, -1.00061], [3.84496, 1.52952, 1.95609], [4.85763, 0.13915, 1.51089], [4.27788, 1.25406, 0.25496], [1.69081, -0.98287, 3.59948], [3.17901, -0.16475, 4.13357], [2.81392, -1.80641, 4.70279], [4.48440, -2.05664, -1.63165], [2.76372, -1.79060, -1.30065], [3.45983, -3.42215, -1.13983], [5.00959, 3.35044, 8.55520], [4.21325, 2.45738, 7.78901], [3.87572, 2.82382, 6.26496], [3.09994, 1.79107, 5.54706], [5.30126, 3.16752, 5.62563], [6.23808, 2.10323, 5.51879], [3.17288, 4.25609, 6.36453], [1.78881, 4.27514, 6.69308], [5.91396, 2.82778, 8.87347], [5.29659, 4.24123, 7.99226], [4.44823, 3.65618, 9.43913], [5.75580, 1.12570, 5.59422], [6.97858, 2.20128, 6.31563], [6.74236, 2.17682, 4.55559], [1.60179, 5.11466, 7.36376], [1.47712, 3.35339, 7.19037], [1.20548, 4.41085, 5.78108]], "mulliken_charge": [-0.547, 0.263, -0.604, 0.085, -0.697, 0.062, -0.946, -0.456, -0.920, 0.324, 0.428, -0.523, -0.157, 0.180, -0.370, -0.212, -0.230, 0.037, 0.125, -0.996, 0.035, 0.394, 0.140, 0.146, 0.350, 0.238, 0.220, 0.346, -0.047, 0.334, 0.286, 0.247, 0.343, 0.465, 0.397, 0.366, 0.330, 0.272, 0.294, -0.742, -0.249, 1.128, -0.684, -0.359, -0.695, -0.387, -0.526, 0.250, 0.341, 0.304, 0.329, 0.285, 0.289, 0.311, 0.167, 0.260, -0.738, -0.312, 0.968, -0.512, -0.303, -0.705, -0.334, -0.682, 0.266, 0.352, 0.277, 0.334, 0.259, 0.257, 0.265, 0.332, 0.250], "e_tot_ev": -102355.2853, "smiles": "CC(=O)N(C)CCCCN(C(=O)OP(O)Cl)/C(I)=C(/C)I.COP(=O)(OC)OC.COP(=O)(OC)OC"}

---

{"formula": "C15H28N7O3S", "method": "the ωB97M-V functional and the def2-TZVPD basis", "species": ["O", "O", "O", "N", "S", "C", "C", "C", "C", "C", "C", "C", "N", "N", "N", "N", "N", "N", "C", "C", "C", "C", "C", "C", "C", "C", "H", "H", "H", "H", "H", "H", "H", "H", "H", "H", "H", "H", "H", "H", "H", "H", "H", "H", "H", "H", "H", "H", "H", "H", "H", "H", "H", "H"], "coordinates": [[5.80022, 1.02421, 6.04179], [-3.88090, 0.65505, -4.13479], [0.27835, 2.28527, -5.02646], [2.09397, -0.69318, 3.81979], [2.94842, 1.36681, 5.18602], [5.34431, -0.01476, 5.60240], [-3.76158, 1.62030, -3.39248], [-0.84373, 1.86905, -4.78349], [1.75351, 0.50853, 4.23281], [3.38572, -0.98507, 4.27345], [4.00191, -0.01513, 5.02000], [-1.09976, -2.24372, 1.12269], [0.11838, -1.78737, 1.24131], [6.21187, -1.07665, 5.72803], [-1.76312, 1.68818, -5.73644], [-1.74075, -2.26909, -0.03517], [-2.58067, 2.05819, -2.93900], [-1.68633, -2.67582, 2.20243], [-4.98673, 2.37197, -2.92646], [0.42089, 1.10312, 3.90015], [5.94592, -2.48323, 5.47145], [-1.57482, 1.99274, -7.15497], [-1.23615, -1.81793, -1.34872], [-1.43590, -0.30892, -1.55432], [-1.01681, 0.09475, -2.97825], [-1.22575, 1.58632, -3.32089], [3.86311, -1.92536, 4.02210], [0.59737, -1.46514, 0.42060], [0.58499, -1.73254, 2.13683], [7.08577, -0.82688, 6.18653], [-2.64819, 1.28804, -5.44599], [-2.67258, -2.65026, -0.02880], [-2.62226, 2.87198, -2.34379], [-2.61879, -3.04775, 2.16375], [-1.18786, -2.66410, 3.07433], [-5.08196, 2.28423, -1.84613], [-4.90034, 3.42050, -3.20828], [-5.86924, 1.94388, -3.40239], [-0.37814, 0.47973, 4.30961], [0.33235, 2.11024, 4.31803], [0.29659, 1.15772, 2.81562], [4.98944, -2.78444, 5.91020], [6.73092, -3.09948, 5.92132], [5.93300, -2.68184, 4.39541], [-0.91097, 1.25515, -7.60960], [-1.12646, 2.98236, -7.26804], [-2.53549, 1.97836, -7.67263], [-1.78122, -2.35062, -2.13195], [-0.17848, -2.06618, -1.45705], [-0.84317, 0.24937, -0.82884], [-2.49081, -0.08047, -1.40021], [-1.57922, -0.51163, -3.69052], [0.04021, -0.14199, -3.11327], [-0.49903, 2.15347, -2.73771]], "nbo_charge": [-0.603, -0.661, -0.625, -0.524, 0.508, 0.624, 0.683, 0.650, 0.080, -0.012, -0.329, 0.667, -0.765, -0.602, -0.615, -0.555, -0.616, -0.754, -0.710, -0.661, -0.422, -0.413, -0.222, -0.407, -0.408, -0.118, 0.220, 0.421, 0.450, 0.422, 0.423, 0.415, 0.405, 0.420, 0.425, 0.227, 0.236, 0.253, 0.230, 0.242, 0.228, 0.197, 0.226, 0.187, 0.206, 0.219, 0.212, 0.239, 0.203, 0.196, 0.218, 0.231, 0.222, 0.236], "e_above_lowest_kcal_mol": 0.00, "total_charge": 1}

---

{"formula": "C34H34AsClI2PSbSe4TeTi", "method": "the ωB97M-V functional and the def2-TZVPD basis", "species": ["Ti", "Cl", "C", "C", "C", "C", "C", "C", "P", "C", "C", "C", "C", "C", "C", "C", "C", "C", "C", "C", "C", "H", "H", "H", "H", "H", "H", "H", "H", "H", "H", "H", "H", "H", "H", "I", "C", "I", "H", "H", "Te", "C", "C", "C", "C", "C", "C", "H", "H", "H", "H", "H", "Se", "Sb", "Se", "Se", "Se", "C", "As", "C", "C", "C", "C", "C", "C", "C", "C", "H", "H", "H", "H", "H", "H", "H", "H", "H", "H", "H", "H", "H"], "coordinates": [[-1.42451, -0.70194, 0.41545], [0.84423, -1.60685, 1.04806], [2.03416, -0.29316, 1.25819], [3.29365, -0.68619, 1.67766], [4.26398, 0.28280, 1.86528], [3.95669, 1.62127, 1.65801], [2.68413, 1.98250, 1.24938], [1.68882, 1.02767, 1.02226], [-0.00694, 1.45991, 0.44002], [-0.59015, 2.58477, 1.76484], [-1.85329, 3.14717, 1.59714], [-2.43776, 3.88086, 2.61572], [-1.78476, 4.02843, 3.83067], [-0.53501, 3.45519, 4.01370], [0.06191, 2.73630, 2.98724], [0.18608, 2.53844, -1.01851], [-1.00567, 2.85614, -1.67008], [-1.00073, 3.65235, -2.80726], [0.20399, 4.08863, -3.33503], [1.40132, 3.73024, -2.72539], [1.39613, 2.96299, -1.57001], [3.49967, -1.73206, 1.86077], [5.25586, -0.00825, 2.18737], [4.70631, 2.38366, 1.82719], [2.43365, 3.02875, 1.12666], [-2.43260, 3.00658, 0.69084], [-3.41223, 4.31511, 2.42955], [-2.25534, 4.57230, 4.64153], [-0.02366, 3.54619, 4.96466], [1.02162, 2.27395, 3.17243], [-1.95647, 2.46601, -1.32307], [-1.95421, 3.88594, -3.26433], [0.21529, 4.69212, -4.23491], [2.34628, 4.04415, -3.15388], [2.33849, 2.68759, -1.11655], [-3.15256, -2.84281, 0.02881], [-2.48268, -4.96177, 0.47514], [-1.01518, -4.81796, 1.99188], [-2.02698, -5.41579, -0.39665], [-3.31821, -5.53386, 0.85968], [-2.39333, -0.43348, 3.08709], [-0.86040, -0.31374, 4.58695], [0.40002, -0.90368, 4.48536], [1.33930, -0.79238, 5.50468], [1.03840, -0.09953, 6.66871], [-0.22051, 0.47745, 6.79568], [-1.15059, 0.36957, 5.77264], [0.65447, -1.46970, 3.60113], [2.31348, -1.25568, 5.38517], [1.76850, -0.01307, 7.46492], [-0.47732, 1.02386, 7.69701], [-2.12306, 0.83614, 5.88002], [-7.34399, 0.85389, -1.43194], [-5.13371, 1.85185, -1.68068], [-3.49244, 0.00844, -0.60645], [-4.10331, 1.84551, -3.92365], [-4.72217, 3.96134, -0.49493], [-1.56945, -1.02223, -3.56873], [-0.46828, -1.42508, -2.03420], [1.24830, -0.70278, -2.63914], [-0.16815, -3.37610, -2.27473], [0.68819, -3.74600, -3.44116], [0.13367, -3.94556, -4.70526], [0.92879, -4.29256, -5.78781], [2.29852, -4.45009, -5.62898], [2.86422, -4.25207, -4.37647], [2.06641, -3.90546, -3.29680], [-1.06638, -1.29248, -4.49882], [-1.81250, 0.04181, -3.56223], [-2.51619, -1.55253, -3.47224], [1.51467, -1.10405, -3.61734], [2.03722, -0.95905, -1.92953], [1.15315, 0.38138, -2.69902], [-1.16582, -3.80395, -2.37507], [0.27510, -3.73896, -1.34513], [-0.93622, -3.83167, -4.83549], [0.47300, -4.44810, -6.75801], [2.91932, -4.72521, -6.47246], [3.93166, -4.37469, -4.23765], [2.51409, -3.75874, -2.31994]], "lowdin_spin": [1.673, 0.052, 0.026, 0.001, 0.002, -0.001, 0.001, 0.005, 0.058, 0.012, 0.002, 0.000, 0.002, 0.001, 0.002, 0.006, 0.001, 0.000, -0.001, 0.000, 0.000, 0.000, 0.000, 0.000, 0.000, 0.000, 0.000, 0.000, 0.000, 0.000, 0.000, 0.000, 0.000, 0.000, 0.000, 0.023, -0.020, 0.007, 0.000, -0.001, 0.007, 0.003, 0.001, 0.000, 0.001, 0.000, 0.000, 0.000, 0.000, 0.000, 0.000, -0.001, -0.004, 0.011, 0.063, 0.007, 0.024, 0.000, 0.023, 0.002, 0.007, 0.000, 0.001, 0.000, 0.001, 0.000, 0.001, 0.000, 0.000, 0.000, 0.000, 0.000, 0.000, 0.000, 0.001, 0.000, 0.000, 0.000, 0.000, 0.000], "s_squared": 2.017, "e_above_lowest_kcal_mol": 4.49, "multiplicity": 3, "total_charge": -2}

---

{"formula": "C4H14O3", "method": "the ωB97M-V functional and the def2-TZVPD basis", "species": ["C", "C", "C", "C", "O", "H", "H", "H", "H", "H", "H", "H", "H", "H", "H", "O", "H", "H", "O", "H", "H"], "coordinates": [[-1.29268, 0.90406, 0.29463], [0.06926, 0.62521, 0.96477], [1.13401, 0.18483, -0.00338], [2.46836, -0.06907, 0.68373], [1.27645, 1.19790, -1.02218], [-1.50868, 0.15649, -0.47214], [-1.31108, 1.89903, -0.10394], [-2.05376, 0.76035, 1.06161], [0.34709, 1.49757, 1.54296], [-0.04347, -0.23137, 1.65312], [0.82298, -0.73060, -0.48735], [3.16355, -0.58821, 0.02659], [2.91994, 0.86783, 0.99669], [2.31415, -0.73912, 1.52552], [1.63211, 0.77848, -1.80896], [0.52949, -4.85480, -4.54136], [-0.31891, -5.32113, -4.55770], [0.96571, -5.19035, -5.33697], [-3.56964, 2.88896, 3.56523], [-3.50973, 3.68915, 3.03475], [-4.03515, 2.27477, 2.98440]], "nbo_charge": [-0.599, -0.407, 0.098, -0.625, -0.735, 0.200, 0.214, 0.200, 0.207, 0.198, 0.155, 0.204, 0.215, 0.207, 0.467, -0.933, 0.467, 0.467, -0.933, 0.467, 0.467], "smiles": "CC[C@H](C)O.O.O", "e_above_lowest_kcal_mol": 14.86}

---

{"formula": "C23H36Cl2NO8P", "method": "the ωB97M-V functional and the def2-TZVPD basis", "species": ["C", "C", "C", "C", "C", "C", "C", "O", "C", "C", "O", "N", "C", "C", "O", "C", "C", "C", "C", "C", "C", "C", "C", "H", "H", "H", "H", "H", "H", "H", "H", "H", "H", "H", "H", "H", "H", "H", "H", "H", "H", "H", "H", "H", "H", "H", "H", "H", "H", "H", "H", "C", "C", "O", "C", "H", "H", "H", "H", "H", "H", "O", "P", "O", "O", "O", "C", "Cl", "Cl", "H", "H"], "coordinates": [[-1.34918, -3.26148, 0.37860], [-1.56022, -2.63525, -1.03450], [-0.51005, -1.52443, -1.24605], [0.42494, -1.73971, -2.47659], [1.94829, -1.55482, -2.15168], [2.66045, -0.38611, -2.87863], [3.36764, 0.57777, -1.90267], [3.17833, 1.95682, -2.35048], [2.45587, 2.74172, -1.48805], [2.90404, 2.96292, -0.05130], [1.46003, 3.31437, -1.88702], [-0.18845, -0.91138, -3.46813], [-1.00408, 0.10213, -2.94577], [-0.96736, -0.04776, -1.49364], [0.26651, 0.71270, -1.00401], [-2.08729, 0.57515, -0.63292], [-3.49814, 0.53416, -1.19896], [-3.94227, -0.36130, -2.14759], [-5.23875, -0.37847, -2.60116], [-6.13658, 0.52579, -2.10168], [-5.72550, 1.46302, -1.17925], [-4.42555, 1.47028, -0.73206], [-4.05856, 2.54146, 0.28713], [-2.14737, -3.96471, 0.61900], [-1.39820, -2.44323, 1.10115], [-0.37015, -3.73921, 0.37534], [-1.45015, -3.43594, -1.77597], [-2.59832, -2.29350, -1.06049], [0.07696, -1.53510, -0.32309], [0.36990, -2.77118, -2.85705], [2.00998, -1.33925, -1.08106], [2.48664, -2.49306, -2.30647], [3.41237, -0.82284, -3.54806], [2.00910, 0.23341, -3.50016], [4.44471, 0.39652, -2.00190], [3.02500, 0.43471, -0.87955], [3.11214, 2.03201, 0.47524], [3.80203, 3.58243, 0.03335], [2.08117, 3.44282, 0.47392], [-0.00925, -1.10962, -4.43351], [-1.53717, 0.83846, -3.52076], [0.22208, 0.62423, -0.03549], [-2.09896, 0.08366, 0.35233], [-1.80211, 1.61294, -0.46863], [-3.26103, -1.10110, -2.54687], [-5.56185, -1.11378, -3.32983], [-7.18142, 0.53781, -2.40323], [-6.43423, 2.18300, -0.77936], [-3.17467, 2.26888, 0.85789], [-3.92151, 3.51883, -0.18766], [-4.90546, 2.65001, 0.97328], [2.49153, 3.52355, 4.51250], [2.27746, 2.22454, 3.77361], [2.94902, 1.93312, 2.80959], [1.19592, 1.30821, 4.28350], [3.29739, 4.08112, 4.03807], [1.58077, 4.12359, 4.48127], [2.76472, 3.32080, 5.54916], [0.22938, 1.81343, 4.24279], [1.41255, 1.01004, 5.31054], [1.15067, 0.41544, 3.66272], [0.75942, -6.22565, 3.37363], [-0.36650, -5.24821, 3.74295], [-0.60448, -5.30855, 5.25867], [-1.66498, -5.62163, 3.00941], [0.04408, -3.82789, 3.31574], [4.98554, 0.02705, 1.30749], [4.47665, -1.59276, 0.83398], [6.48366, -0.00365, 2.26059], [5.15882, 0.61420, 0.41205], [4.20402, 0.47851, 1.90584]], "mulliken_charge": [-1.572, -0.439, -0.011, -0.351, -0.842, -1.062, 0.187, -0.431, 0.597, -0.503, -0.514, -0.030, -1.648, 0.802, -0.165, -1.453, 0.750, -0.209, -1.269, -0.364, -0.703, 1.192, -1.835, 0.548, 0.222, 0.349, 0.329, 0.157, 0.489, 0.581, 0.041, 0.580, 0.349, 0.514, 0.405, -0.188, -0.105, 0.372, 0.245, 0.253, 0.490, 0.203, 0.490, 0.463, 0.295, 0.384, 0.352, 0.354, 0.383, 0.295, 0.478, -1.254, 0.809, -0.515, -1.158, 0.291, 0.354, 0.359, 0.327, 0.355, 0.328, -0.623, 0.786, -0.662, -0.579, -0.398, 0.722, -0.148, -0.225, 0.136, -0.362], "e_above_lowest_kcal_mol": 0.00, "total_charge": -2}

---

{"formula": "C3H3I2N", "method": "the ωB97M-V functional and the def2-TZVPD basis", "species": ["C", "C", "C", "N", "I", "I", "H", "H", "H"], "coordinates": [[-0.15965, 1.61244, -0.36893], [0.04467, -0.55107, 0.82914], [-0.36565, 0.25568, -0.29402], [0.01344, 2.75362, -0.43683], [-1.75932, -0.65120, 2.15208], [2.10227, -1.51152, -2.81792], [0.23885, -1.58907, 0.57558], [0.82567, -0.11897, 1.44760], [-0.94027, -0.19990, -1.08670]], "nbo_charge": [0.189, -0.497, -0.221, -0.249, 0.059, -0.012, 0.247, 0.244, 0.240], "e_above_lowest_kcal_mol": 36.02}